No. 1
Computed, not measured: a 10-piece molecular cluster, C34H49BNO30 overall, with ωB97M-V/def2-TZVPD.

Element x y z (Å)
C 2.82 -2.17 1.60
C 3.07 -2.39 0.10
N 1.94 -1.86 -0.69
C 1.08 -2.85 -1.33
C -0.10 -3.09 -0.37
B -1.08 -1.88 -0.39
C -0.86 -0.53 0.40
O -0.45 -0.54 1.58
O -1.15 0.48 -0.31
C 2.33 -0.77 -1.51
C 2.19 0.59 -0.87
O 2.73 -0.92 -2.65
H 3.67 -1.70 2.10
H 2.57 -3.09 2.12
H 1.98 -1.48 1.67
H 3.19 -3.45 -0.13
H 3.98 -1.89 -0.21
H 0.74 -2.44 -2.28
H 1.61 -3.79 -1.52
H -0.61 -4.02 -0.67
H 0.31 -3.22 0.63
H -2.09 -1.94 -1.06
H 3.12 1.14 -0.98
H 1.39 1.12 -1.38
H 1.91 0.50 0.17
C -3.20 2.06 -3.19
C -2.94 2.44 -1.74
O -2.94 3.89 -1.83
C -3.63 4.26 -2.91
O -3.94 5.39 -3.16
O -3.92 3.21 -3.69
H -3.80 1.17 -3.30
H -2.28 1.96 -3.76
H -3.75 2.13 -1.08
H -2.00 2.06 -1.35
C 1.19 0.27 3.96
C 0.96 1.69 4.44
O 2.26 2.28 4.31
C 2.95 1.57 3.37
O 4.00 1.91 2.91
O 2.28 0.46 3.05
H 0.35 -0.16 3.42
H 1.51 -0.40 4.75
H 0.27 2.24 3.79
H 0.63 1.76 5.47
C -5.33 1.75 2.70
C -5.51 3.10 2.03
O -5.35 2.76 0.64
C -5.61 1.45 0.48
O -5.65 0.91 -0.58
O -5.76 0.84 1.67
H -5.93 1.62 3.59
H -4.28 1.54 2.93
H -6.51 3.51 2.17
H -4.77 3.84 2.31
C 6.04 -4.08 -3.86
C 6.59 -3.11 -2.82
O 5.71 -3.33 -1.72
C 5.17 -4.56 -1.83
O 4.50 -5.08 -1.00
O 5.46 -5.10 -3.04
H 6.80 -4.50 -4.50
H 5.25 -3.63 -4.46
H 7.61 -3.36 -2.52
H 6.55 -2.07 -3.12
C 7.42 -5.24 -8.55
C 8.10 -4.06 -9.24
O 8.12 -3.08 -8.20
C 8.06 -3.71 -7.01
O 8.22 -3.19 -5.95
O 7.78 -5.03 -7.18
H 7.78 -6.21 -8.88
H 6.34 -5.20 -8.63
H 9.12 -4.28 -9.53
H 7.55 -3.68 -10.09
C 0.30 -5.81 3.65
C -0.05 -5.00 2.40
O -0.24 -3.70 2.94
C 0.46 -3.60 4.09
O 0.66 -2.58 4.68
O 0.91 -4.82 4.48
H 1.00 -6.62 3.46
H -0.58 -6.20 4.15
H 0.76 -4.97 1.68
H -0.97 -5.33 1.91
C -4.21 7.20 5.96
C -4.54 7.69 4.56
O -4.80 6.47 3.87
C -5.16 5.53 4.78
O -5.58 4.45 4.49
O -4.96 5.98 6.03
H -4.54 7.87 6.75
H -3.16 6.97 6.08
H -5.44 8.31 4.53
H -3.73 8.22 4.07
C -3.94 -2.84 1.75
C -4.84 -2.38 0.62
O -5.79 -3.46 0.55
C -5.82 -4.09 1.74
O -6.62 -4.92 2.05
O -4.82 -3.65 2.53
H -3.54 -2.02 2.35
H -3.11 -3.46 1.39
H -5.38 -1.46 0.87
H -4.33 -2.25 -0.33
C -1.76 7.48 -1.65
C -0.88 6.25 -1.52
O 0.25 6.76 -0.79
C -0.15 7.85 -0.10
O 0.50 8.41 0.73
O -1.39 8.23 -0.48
H -2.82 7.25 -1.64
H -1.52 8.07 -2.53
H -1.36 5.46 -0.94
H -0.55 5.84 -2.47

Properties
spin multiplicity	1
HOMO	-5.09	eV
charge	-1
frontier orbital gap	6.57	eV

Results of the Mulliken charge analysis, in e, for atoms 1 through 2:
1. C -0.76
2. C -0.37

---

No. 2
Computed, not measured: C34H49ClN4O8SSi2Ti as an isolated structure in a non-equilibrium geometry, with ωB97M-V/def2-TZVPD.

Element x y z (Å)
Ti 0.51 -0.85 0.00
C -4.10 -1.96 2.00
Si -2.80 -1.74 0.65
C -3.29 -3.39 -0.32
C -3.39 -0.58 -0.74
C -0.98 -2.06 1.11
C -0.31 -3.23 0.51
C -0.64 -4.59 0.59
C 0.13 -5.53 -0.05
C 1.25 -5.13 -0.80
C 1.55 -3.79 -0.84
N 0.80 -2.88 -0.19
Si -0.49 -1.94 2.91
C -0.20 -0.26 3.69
C -1.71 -2.81 4.08
C 1.08 -2.99 3.16
H -5.08 -1.74 1.57
H -3.98 -1.30 2.86
H -4.10 -2.99 2.35
H -4.28 -3.23 -0.76
H -3.37 -4.26 0.33
H -2.63 -3.68 -1.15
H -3.71 -1.12 -1.63
H -2.68 0.20 -1.03
H -4.26 -0.05 -0.33
H -1.50 -4.88 1.18
H -0.12 -6.58 0.02
H 1.87 -5.84 -1.32
H 2.40 -3.39 -1.38
H -1.15 0.24 3.89
H 0.42 0.38 3.07
H 0.32 -0.42 4.65
H -2.56 -2.17 4.32
H -1.19 -3.05 5.02
H -2.09 -3.74 3.66
H 1.72 -3.02 2.28
H 0.81 -4.03 3.40
H 1.67 -2.59 3.98
N -0.43 1.37 -2.35
C 0.43 1.45 -3.53
C 0.15 0.32 -4.52
C 0.69 -1.04 -4.08
C -0.30 -1.89 -3.31
N -0.69 -1.29 -2.03
H -0.85 2.26 -2.11
H 0.08 1.05 -1.53
H 1.48 1.40 -3.23
H 0.28 2.40 -4.04
H 0.59 0.60 -5.48
H -0.93 0.25 -4.68
H 1.59 -0.89 -3.47
H 1.00 -1.62 -4.95
H 0.15 -2.87 -3.13
H -1.19 -2.05 -3.94
H -1.46 -1.84 -1.66
H -1.07 -0.36 -2.20
C 4.03 -1.72 1.39
C 3.10 -0.62 1.86
O 3.48 0.18 2.70
O 1.93 -0.60 1.31
H 4.10 -2.46 2.19
H 5.03 -1.30 1.23
H 3.69 -2.20 0.48
C 2.42 4.71 -2.86
C 2.38 4.23 -1.44
C 1.96 5.04 -0.40
C 1.93 4.56 0.90
Cl 1.42 5.63 2.18
C 2.28 3.26 1.18
C 2.70 2.43 0.15
C 2.79 2.92 -1.15
O 3.25 2.19 -2.21
C 3.94 0.98 -1.96
C 3.05 -0.24 -1.79
O 3.57 -1.34 -2.02
O 1.86 -0.01 -1.41
H 2.11 5.76 -2.92
H 1.75 4.12 -3.49
H 3.42 4.62 -3.29
H 1.65 6.06 -0.61
H 2.21 2.85 2.18
H 2.93 1.40 0.38
H 4.57 1.07 -1.07
H 4.58 0.81 -2.83
O -3.36 1.43 3.77
S -3.43 1.54 2.32
O -4.76 1.35 1.77
N -2.33 0.56 1.62
C -1.43 1.30 0.92
O -0.45 0.73 0.25
C -1.61 2.70 0.94
C -0.90 3.74 0.29
C -1.33 5.03 0.46
C -2.45 5.35 1.26
C -3.16 4.34 1.90
C -2.73 3.04 1.74
H -0.03 3.50 -0.31
H -0.78 5.83 -0.03
H -2.76 6.39 1.38
H -4.02 4.56 2.51

Properties
spin multiplicity	3
expectation value of S²	2.02
HOMO (spin up / spin down)	0.21 / -2.94	eV
charge	-2
frontier orbital gap (spin up / spin down)	3.96 / 7.11	eV

Results of the Mulliken charge analysis, in e, for atoms 1 through 2:
1. Ti -0.91
2. C -1.45

---

no.,calculated total energy (hartree),M (g mol⁻¹)
1,-3661.956807,962.55
2,-4433.057395,813.35